{
  "formula": "C32H40BCoFN9O4S5",
  "method": "the ωB97M-V functional and the def2-TZVPD basis",
  "total_charge": -1,
  "s2": 0.78,
  "multiplicity": 2,
  "homo_lumo_gap_ev": [2.541, 2.815],
  "total_energy_ha": -5535.66145,
  "e_homo_ev": [-3.17, -3.44],
  "e_above_lowest_kcal_mol": 0.0,
  "e_lumo_ev": [-0.63, -0.63],
  "species": ["Co", "C", "N", "C", "C", "N", "B", "N", "C", "C", "N", "C", "C", "S", "C", "S", "H", "H", "H", "H", "H", "H", "H", "H", "H", "H", "H", "H", "S", "C", "S", "C", "C", "N", "C", "N", "C", "C", "N", "C", "C", "C", "O", "O", "C", "O", "C", "C", "C", "F", "C", "C", "C", "N", "C", "C", "N", "C", "C", "H", "H", "H", "H", "H", "H", "H", "H", "H", "H", "H", "H", "H", "H", "H", "H", "H", "H", "C", "C", "S", "O", "C", "C", "H", "H", "H", "H", "H", "H", "H", "H", "H", "H"],
  "xyz": [[0.437, -0.007, 0.468], [-2.669, 3.697, -0.038], [-2.796, 2.989, 1.213], [-3.913, 3.005, 2.012], [-3.607, 2.276, 3.100], [-2.308, 1.829, 3.000], [-1.729, 1.236, 4.356], [-0.389, 0.488, 4.310], [0.700, 0.837, 5.084], [1.562, -0.197, 5.106], [0.996, -1.199, 4.336], [1.581, -2.480, 4.040], [-0.188, -0.757, 3.827], [-1.193, -1.634, 2.785], [-1.808, 2.255, 1.820], [-0.258, 2.141, 1.081], [-3.606, 3.628, -0.588], [-1.859, 3.242, -0.603], [-2.424, 4.748, 0.136], [-4.818, 3.513, 1.729], [-4.197, 2.036, 3.967], [-2.569, 0.471, 4.770], [-1.575, 2.199, 5.081], [0.759, 1.802, 5.552], [2.537, -0.296, 5.549], [2.448, -2.621, 4.685], [1.896, -2.522, 2.998], [0.842, -3.264, 4.207], [2.507, 0.457, 1.391], [3.162, 0.670, -0.188], [2.019, 0.772, -1.452], [4.553, 0.725, -0.385], [5.465, 0.499, 0.677], [6.237, 0.284, 1.512], [5.133, 0.938, -1.661], [5.656, 1.095, -2.680], [-1.390, -7.134, -1.280], [-0.951, -6.140, -2.353], [-0.325, -4.954, -1.793], [-1.095, -3.833, -1.606], [-0.669, -2.692, -1.025], [-1.614, -1.507, -0.971], [-2.733, -1.663, -1.475], [-1.167, -0.433, -0.479], [0.679, -2.634, -0.546], [1.171, -1.717, 0.104], [1.532, -3.768, -0.860], [2.890, -3.683, -0.558], [3.692, -4.766, -0.772], [5.021, -4.672, -0.512], [3.190, -5.975, -1.241], [1.845, -6.050, -1.584], [1.008, -4.945, -1.424], [4.010, -7.132, -1.457], [4.524, -7.229, -2.814], [5.023, -8.645, -3.047], [6.092, -8.927, -2.028], [5.543, -8.801, -0.632], [5.059, -7.370, -0.479], [-1.853, -8.008, -1.742], [-2.114, -6.669, -0.612], [-0.539, -7.459, -0.681], [-1.817, -5.815, -2.927], [-0.260, -6.613, -3.053], [-2.115, -3.885, -1.964], [3.293, -2.745, -0.186], [1.487, -6.997, -1.965], [5.342, -6.514, -3.013], [3.718, -7.012, -3.512], [5.438, -8.778, -4.044], [4.217, -9.357, -2.879], [6.813, -8.208, -2.133], [6.521, -9.837, -2.181], [6.330, -9.043, 0.079], [4.718, -9.504, -0.536], [5.922, -6.698, -0.591], [4.657, -7.217, 0.521], [0.383, 3.026, -3.534], [-0.915, 2.395, -4.018], [-0.984, 0.612, -3.581], [-0.365, -0.097, -4.740], [-2.784, 0.446, -3.860], [-3.622, 1.089, -2.766], [0.458, 4.059, -3.879], [1.247, 2.470, -3.898], [0.437, 3.019, -2.445], [-0.997, 2.424, -5.107], [-1.772, 2.888, -3.559], [-2.931, -0.633, -3.847], [-2.987, 0.838, -4.859], [-3.240, 0.786, -1.789], [-4.658, 0.753, -2.837], [-3.613, 2.176, -2.839]]
}